1.
48
Properties=species:S:1:pos:R:3:mulliken_charge:R:1 method="wB97M-V/def2-TZVPD" lumo_energy_ha=0.013 homo_lumo_gap_ev=9.26 spin_multiplicity=1
O -0.198 -2.560 0.194 -0.68
S -1.095 -1.918 -0.732 1.37
O -1.407 -2.613 -1.951 -0.78
C -2.617 -1.505 0.126 0.00
C -3.681 -1.024 -0.612 -0.28
C -4.841 -0.647 0.044 -0.70
C -4.919 -0.755 1.425 -0.44
C -3.848 -1.248 2.153 -0.66
C -2.686 -1.626 1.500 -0.24
H -1.836 -2.024 2.033 0.50
H -3.917 -1.337 3.227 0.41
H -5.823 -0.457 1.935 0.40
H -5.681 -0.270 -0.518 0.41
H -3.594 -0.967 -1.686 0.46
C -0.406 -0.289 -1.185 -0.09
C 0.960 -0.479 -1.842 -0.77
H 0.965 -0.285 -2.914 0.28
O 1.793 0.488 -1.236 -0.36
N 1.374 0.656 0.105 0.19
C 2.006 -0.329 0.985 -0.53
C 3.494 -0.305 0.779 0.42
C 4.188 -1.468 0.477 -0.33
C 5.558 -1.435 0.281 -0.69
C 6.243 -0.237 0.376 -0.39
C 5.555 0.929 0.668 -0.66
C 4.188 0.895 0.871 -0.39
H 3.642 1.800 1.092 0.37
H 6.087 1.867 0.739 0.38
H 7.312 -0.210 0.219 0.38
H 6.089 -2.346 0.049 0.38
H 3.653 -2.404 0.396 0.38
H 1.614 -1.343 0.833 0.33
H 1.766 -0.009 2.005 0.44
C -0.081 0.548 0.072 -0.15
C -0.738 1.906 -0.006 -0.77
C -2.010 2.089 0.520 0.01
C -2.639 3.317 0.415 -0.85
C -1.999 4.373 -0.213 -0.42
C -0.728 4.195 -0.733 -0.73
C -0.100 2.966 -0.634 -0.46
H 0.891 2.820 -1.035 0.52
H -0.224 5.017 -1.220 0.40
H -2.489 5.331 -0.293 0.39
H -3.628 3.450 0.827 0.42
H -2.510 1.268 1.016 0.27
H -0.432 0.025 0.967 0.99
H 1.322 -1.499 -1.654 0.38
H -1.140 0.184 -1.832 0.89

2.
49
Properties=species:S:1:pos:R:3:mulliken_charge:R:1 method="wB97M-V/def2-TZVPD" lumo_energy_ha=-0.120 homo_lumo_gap_ev=3.38 spin_multiplicity=1
C 0.111 -4.496 -0.477 -0.45
O 1.361 -3.867 -0.322 -0.29
C 1.633 -3.030 -1.351 -0.13
C 2.810 -2.274 -1.393 0.68
C 3.147 -1.414 -2.466 -0.33
C 4.330 -0.714 -2.446 -0.71
C 5.204 -0.841 -1.375 -0.27
C 4.889 -1.674 -0.312 -0.66
C 3.715 -2.379 -0.317 -0.28
H -0.084 -5.129 0.390 0.29
H -0.667 -3.736 -0.555 0.04
H 0.121 -5.111 -1.379 0.38
H 0.915 -2.957 -2.156 0.44
H 2.476 -1.316 -3.300 0.41
H 4.588 -0.066 -3.267 0.41
H 6.131 -0.291 -1.367 0.42
H 5.569 -1.772 0.518 0.41
H 3.455 -3.031 0.498 0.48
C -3.633 -2.342 -0.230 -1.57
C -2.773 -1.091 -0.006 1.46
C -3.653 0.065 0.487 -1.43
O -1.802 -1.384 1.026 -0.33
C -0.791 -0.456 1.154 0.44
O -0.134 -0.317 2.185 -0.76
C -0.508 0.393 0.043 1.35
C 0.468 1.496 0.197 -2.24
C -0.157 2.703 0.827 0.33
C -0.178 2.848 2.204 -0.14
C -0.734 3.962 2.790 -0.95
C -1.304 4.955 2.006 0.52
C -1.871 6.095 2.599 0.10
N -2.351 7.032 3.089 -0.56
C -1.325 4.791 0.629 -0.93
C -0.763 3.676 0.051 -0.13
C -1.181 0.216 -1.202 0.39
O -0.837 0.907 -2.160 -0.77
O -2.194 -0.713 -1.276 -0.35
H -3.012 -3.157 -0.591 0.26
H -4.106 -2.655 0.699 0.37
H -4.407 -2.148 -0.969 0.38
H -3.044 0.954 0.642 0.22
H -4.423 0.303 -0.246 0.39
H -4.127 -0.193 1.433 0.38
H 1.312 1.151 0.804 0.44
H 0.878 1.755 -0.787 0.48
H 0.235 2.066 2.815 0.47
H -0.721 4.083 3.860 0.44
H -1.775 5.557 0.018 0.44
H -0.793 3.548 -1.016 0.47

3.
62
Properties=species:S:1:pos:R:3:mulliken_charge:R:1 method="wB97M-V/def2-TZVPD" lumo_energy_ha="-0.119 / -0.119" homo_lumo_gap_ev="5.36 / 5.36" spin_multiplicity=1
Tc 0.126 0.354 1.235 1.26
O -2.642 3.040 -1.596 -0.59
As -1.063 2.379 -1.259 1.04
O -0.318 2.085 -2.665 -0.70
O -1.485 0.800 -0.434 -0.15
C -0.703 3.334 0.388 0.39
C -1.740 4.069 0.938 -0.59
C -1.513 4.739 2.139 -0.62
C -0.291 4.661 2.794 -0.69
C 0.748 3.911 2.264 -0.65
C 0.549 3.254 1.064 0.18
S 1.908 2.562 0.174 1.34
O 2.012 3.364 -1.000 -0.59
O 3.041 2.350 1.007 -0.64
O 1.194 1.196 -0.179 -0.71
H -2.816 2.888 -2.539 0.37
H -2.697 4.122 0.443 0.65
H -2.311 5.334 2.569 0.48
H -0.142 5.197 3.724 0.46
H 1.712 3.838 2.758 0.55
S 0.144 -2.626 4.810 -0.49
Sb 1.515 -2.264 3.100 0.74
S 0.080 -1.806 1.062 -0.17
S 1.652 0.226 2.778 -0.25
S 3.390 -3.325 2.592 -0.51
C -8.836 -3.274 -0.964 -2.12
C -8.308 -1.840 -0.889 2.22
C -8.785 -1.084 -2.141 -1.57
C -8.900 -1.172 0.361 -1.62
C -6.772 -1.789 -0.831 0.35
C -5.979 -2.924 -0.997 -0.16
C -4.576 -2.876 -0.982 -1.90
C -4.005 -1.648 -0.798 0.84
O -2.657 -1.303 -0.764 -0.51
B -2.661 0.068 -0.577 1.00
O -3.943 0.592 -0.490 -0.56
C -4.774 -0.514 -0.639 0.23
C -6.142 -0.545 -0.646 -1.06
H -9.928 -3.260 -0.911 0.43
H -8.469 -3.885 -0.134 0.46
H -8.557 -3.761 -1.904 0.41
H -9.877 -1.121 -2.216 0.43
H -8.363 -1.530 -3.047 0.36
H -8.483 -0.032 -2.111 0.34
H -9.991 -1.251 0.346 0.46
H -8.647 -0.109 0.416 0.31
H -8.534 -1.656 1.272 0.37
H -6.447 -3.888 -1.150 0.46
H -3.974 -3.771 -1.103 0.50
H -6.707 0.373 -0.506 0.45
S -1.743 0.296 2.556 -0.28
C -1.843 1.692 3.649 0.90
C -2.986 2.485 3.581 -0.64
C -3.175 3.498 4.516 -0.68
C -2.227 3.716 5.510 -0.51
C -1.094 2.913 5.579 -0.71
C -0.899 1.899 4.650 -0.30
H -3.727 2.291 2.811 0.51
H -4.072 4.106 4.474 0.45
H -2.376 4.507 6.238 0.39
H -0.365 3.063 6.369 0.43
H -0.032 1.252 4.718 0.25

4.
56
Properties=species:S:1:pos:R:3:mulliken_charge:R:1 method="wB97M-V/def2-TZVPD" lumo_energy_ha=-0.159 total_charge=+1 homo_lumo_gap_ev=5.69 spin_multiplicity=1
Au 0.622 -0.424 -1.587 0.53
N -3.065 -2.344 -2.453 -0.42
C -2.048 -1.506 -2.233 0.78
S -0.425 -2.216 -2.507 -0.44
N -2.315 -0.279 -1.885 -1.14
N -1.215 0.468 -1.657 0.40
C -1.259 1.688 -1.241 0.40
C -2.516 2.421 -1.003 -0.03
C -3.477 2.526 -2.005 -0.08
C -4.655 3.211 -1.757 -0.78
C -4.885 3.771 -0.509 -0.41
C -3.935 3.654 0.496 -0.83
C -2.746 2.987 0.250 -0.21
C 0.058 2.309 -0.976 0.85
C 0.208 3.665 -0.745 -0.65
C 1.475 4.176 -0.505 -0.59
C 2.567 3.327 -0.496 -0.85
C 2.361 1.983 -0.753 0.27
N 1.148 1.498 -0.991 -0.19
H -2.908 -3.325 -2.597 0.20
H -4.005 -2.019 -2.302 0.24
H -3.298 2.073 -2.970 0.46
H -5.397 3.302 -2.538 0.41
H -5.810 4.297 -0.317 0.42
H -4.121 4.078 1.473 0.41
H -2.009 2.882 1.037 0.52
H -0.664 4.302 -0.756 0.56
H 1.604 5.235 -0.327 0.45
H 3.566 3.688 -0.305 0.43
H 3.173 1.270 -0.777 0.28
O -2.561 -1.448 2.220 -0.68
C -1.582 -1.981 2.972 0.38
C -1.934 -2.535 4.204 -0.63
C -0.970 -3.096 5.015 -0.34
C 0.368 -3.122 4.622 -0.71
C 0.718 -2.578 3.405 -0.46
C -0.237 -2.003 2.563 -0.19
C 0.177 -1.433 1.256 1.21
O 1.374 -1.518 0.889 -0.78
O -0.695 -0.865 0.538 -0.38
H -2.125 -1.102 1.408 0.31
H -2.975 -2.509 4.497 0.44
H -1.260 -3.520 5.967 0.38
H 1.118 -3.561 5.264 0.41
H 1.747 -2.584 3.071 0.36
C 6.151 -2.500 -1.475 -1.06
N 5.006 -1.940 -2.175 -0.20
C 3.833 -1.684 -1.599 0.77
N 3.654 -1.884 -0.319 -0.27
S 2.598 -1.087 -2.670 -0.45
H 6.985 -2.554 -2.168 0.35
H 5.936 -3.506 -1.112 0.36
H 6.448 -1.861 -0.641 0.34
H 5.077 -1.775 -3.166 0.25
H 4.398 -2.282 0.234 0.25
H 2.722 -1.769 0.136 0.35

Number 1: total energy -1529.53493 hartree. Number 2: total energy -1281.79613 hartree. Number 3: total energy -6424.41479 hartree. Number 4: total energy -2337.71970 hartree.